Record 1
Molecular formula: C6H11N5O2
Method: DFT, ωB97M-V/def2-TZVPD

Geometry as XYZ:
```
24
Properties=species:S:1:pos:R:3:forces:R:3
O 3.27503 1.15429 0.23783 0.04 0.10 -0.17
N 2.78318 0.10231 -0.10367 -0.53 0.41 0.54
O 3.31234 -0.95092 -0.29256 1.47 -0.60 -0.05
N 1.42072 0.04380 -0.31882 -1.17 0.17 -0.22
N 0.60757 1.16875 -0.17715 0.53 0.42 0.22
C -0.43981 1.11695 -1.23048 -1.06 0.25 1.58
C -1.14247 -0.28682 -1.14803 1.37 3.08 4.38
C -1.85566 -0.13323 0.36061 -0.54 -1.95 -2.10
C -0.77310 -0.04954 1.41213 1.51 0.48 2.13
C 0.11958 1.30050 1.24599 -0.01 -1.65 -2.28
N 0.15728 -1.18186 1.16688 -1.10 0.71 1.13
N 0.84284 -1.20947 -0.00187 -0.24 -0.30 -2.35
C -0.09948 -1.39532 -1.14879 -1.25 0.31 0.67
H 0.07089 1.24014 -2.15490 0.28 0.39 -0.93
H -1.16777 2.02094 -0.99731 1.41 -1.88 -0.73
H -1.79291 -0.42604 -1.92565 -2.06 -0.31 -1.72
H -2.59981 0.68002 0.33613 0.49 -0.16 0.10
H -2.40426 -1.09636 0.54854 0.29 0.87 -0.07
H -1.14122 -0.23393 2.49607 0.33 0.60 -1.81
H -0.35057 2.28174 1.21307 -0.48 -0.21 0.68
H 1.10268 1.34783 1.73242 -0.77 -0.19 0.85
H 0.41563 -1.84787 1.87571 0.23 0.38 -0.08
H -0.73222 -2.27360 -1.00784 0.80 -0.56 0.03
H 0.39153 -1.37233 -2.11830 0.46 -0.37 0.19
```
Positions in Å, forces in eV/Å.

Results
**LUMO**: 0.027 Eh
**E_tot**: -659.234598 Eh
**SMILES**: O=[N+]([O-])N1N2C[C@@H]3C[C@H](C2)NN1C3

***

Record 2
Molecular formula: C11H23FMnN5O
Method: DFT, ωB97M-V/def2-TZVPD

Geometry as XYZ:
```
42
Properties=species:S:1:pos:R:3:forces:R:3
Mn -1.00377 -0.05383 -0.92838 -2.08 -0.26 1.86
C -1.72935 -1.50545 1.85595 -0.02 -0.05 0.03
C -2.02924 -2.35672 0.61918 -0.07 -0.11 0.00
N -2.53005 -1.51435 -0.47117 0.65 0.22 -0.41
C -3.82219 -0.86142 -0.20035 -0.09 -0.07 0.02
C -3.85294 0.54914 -0.75983 -0.19 0.04 -0.07
N -2.61630 1.30599 -0.51091 0.57 -0.08 -0.56
C -2.48095 1.95242 0.80102 -0.03 0.02 0.05
C -2.26573 0.94047 1.91427 -0.05 0.00 0.02
N -1.36553 -0.13420 1.47724 0.63 0.22 -0.45
H -2.58419 -1.48960 2.53274 -0.01 0.03 0.01
H -0.91476 -1.98199 2.40046 -0.01 0.05 0.07
H -1.10941 -2.81876 0.26362 0.00 -0.06 -0.05
H -2.72886 -3.15642 0.88085 -0.01 -0.02 0.00
H -2.60148 -2.06724 -1.31927 0.04 0.05 -0.04
H -4.64370 -1.41216 -0.66216 0.00 -0.09 0.09
H -4.00580 -0.87220 0.87153 0.01 0.01 0.01
H -3.95381 0.48173 -1.84274 0.00 0.05 -0.01
H -4.72722 1.07495 -0.36363 -0.03 0.03 -0.04
H -2.58630 2.03778 -1.21348 0.07 -0.01 -0.01
H -1.61165 2.60797 0.74188 -0.02 0.04 -0.06
H -3.35507 2.56900 1.03266 0.00 0.04 0.00
H -1.87170 1.46976 2.78408 -0.03 -0.05 0.06
H -3.21737 0.51047 2.22182 0.00 -0.05 0.00
H -0.42085 0.06746 1.77302 -0.04 -0.01 0.11
N 0.96452 -0.20286 -0.37739 0.26 -0.16 -0.49
C 2.11577 -0.32741 -0.37563 0.26 0.05 0.10
N 3.40979 -0.50675 -0.33739 0.02 -0.12 0.04
C 4.22172 0.20631 0.67198 -0.03 0.08 -0.07
C 4.73997 1.49502 0.05710 -0.01 -0.01 -0.08
O 5.45852 1.23007 -1.13142 0.00 -0.05 0.02
C 4.66438 0.58960 -2.11427 0.01 0.04 0.07
C 4.14770 -0.74160 -1.59945 -0.03 0.10 -0.02
H 5.05459 -0.44651 0.93070 -0.02 -0.05 0.03
H 3.62482 0.39513 1.56200 -0.04 -0.02 0.00
H 5.42636 1.99073 0.74024 0.01 0.03 0.00
H 3.89636 2.16701 -0.15162 0.01 0.04 0.00
H 5.29807 0.43845 -2.98518 0.01 0.02 -0.02
H 3.81905 1.23106 -2.39585 0.00 0.02 -0.02
H 4.98332 -1.39821 -1.35991 -0.03 -0.06 0.01
H 3.49862 -1.23285 -2.32135 -0.04 0.00 0.02
F -1.29538 -0.22997 -2.71096 0.29 0.16 -0.18
```
Positions in Å, forces in eV/Å.

Results
**Charge**: +1
**LUMO (spin up / spin down)**: -0.085 / -0.087 Eh
**E_tot**: -2032.584401 Eh
**⟨S²⟩**: 0.8183
**2S+1**: 2

***

Record 3
Molecular formula: C4H14N2OS
Method: DFT, ωB97M-V/def2-TZVPD

Geometry as XYZ:
```
22
Properties=species:S:1:pos:R:3:forces:R:3
N -0.79227 1.14522 1.15124 -1.57 -0.82 0.51
C -0.21204 0.12210 0.30144 -0.08 1.44 -0.17
C -1.00299 -0.32872 -0.93018 -0.64 1.10 -1.74
S -2.75174 -0.82188 -0.88793 1.13 -1.86 0.93
C 1.09202 0.75207 -0.22600 0.80 -1.23 -0.09
N 2.03189 -0.40434 -0.53914 0.13 4.92 0.71
C 2.92868 -0.08749 -1.60721 -0.64 -1.04 -1.96
H -1.81771 0.99178 1.31990 1.37 0.14 -0.22
H -0.67662 2.06293 0.74346 -0.15 0.14 0.02
H 0.11105 -0.77207 0.85731 -0.53 0.17 0.21
H -1.29272 0.43887 -1.69468 1.53 0.49 0.89
H -0.25398 -0.93235 -1.45671 -0.74 -0.81 -0.29
H -2.47696 -2.12768 -0.56437 -0.63 0.63 0.02
H 1.63683 1.40336 0.50830 -0.37 -0.99 0.22
H 0.98632 1.44232 -1.06330 -0.28 -0.59 -0.45
H 2.43853 -0.63825 0.36987 0.03 -1.23 -0.20
H 3.41606 -0.96909 -1.97319 0.82 -0.40 0.23
H 3.59610 0.75864 -1.49810 0.61 0.10 1.25
H 2.41080 0.30070 -2.48477 -0.81 -0.25 0.10
H 0.35028 0.61334 2.56980 1.61 0.18 1.69
H 0.92502 -0.46513 3.48440 0.03 -0.91 0.67
O 1.12969 0.42145 3.22504 -1.62 0.84 -2.33
```
Positions in Å, forces in eV/Å.

Results
**Charge**: +1
**LUMO (spin up / spin down)**: -0.111 / -0.317 Eh
**E_tot**: -743.365467 Eh
**⟨S²⟩**: 0.7550
**2S+1**: 2

***

Record 4
Molecular formula: CH2Cl4N2
Method: DFT, ωB97M-V/def2-TZVPD

Geometry as XYZ:
```
9
Properties=species:S:1:pos:R:3:forces:R:3
C 0.89483 -0.40199 0.56065 -1.98 0.14 0.46
N 1.08345 0.38320 -0.46858 0.36 0.46 -2.74
N -1.71872 -0.70314 0.15369 1.40 -0.92 0.91
Cl 1.05070 -2.10540 0.39305 0.28 1.08 0.24
Cl 1.00959 2.06195 -0.33070 0.05 0.56 0.73
Cl -2.30733 0.56751 1.12869 -0.37 0.76 0.14
Cl -1.52000 -0.25884 -1.44704 -0.33 0.50 -0.99
H 0.74188 0.20012 1.48061 0.27 -1.39 -0.16
H 0.76559 0.25659 -1.47037 0.32 -1.19 1.43
```
Positions in Å, forces in eV/Å.

Results
**LUMO (spin up / spin down)**: -0.011 / -0.037 Eh
**E_tot**: -1989.371518 Eh

***

Record 5
Molecular formula: C3H4ClO6S2
Method: DFT, ωB97M-V/def2-TZVPD

Geometry as XYZ:
```
16
Properties=species:S:1:pos:R:3:forces:R:3
C -0.61820 -1.62620 -1.11146 -0.55 -1.65 1.88
C -0.10283 1.62800 0.48872 -0.48 -5.60 2.40
C 1.14342 0.71100 0.90881 -0.82 5.17 -0.40
O -2.30030 0.18057 -2.06675 1.00 -1.33 1.93
O -2.31889 -0.27719 0.42748 0.16 0.14 -1.10
O 1.70271 -2.55655 -0.33674 0.34 -0.51 0.50
O 1.58114 -0.34935 -1.48393 -1.19 -2.20 2.03
O -0.65585 1.10512 -0.70002 0.22 0.47 -0.60
O 0.78594 -0.60406 0.93158 0.85 -1.28 -0.60
S -1.59954 -0.19043 -0.82620 -2.35 2.00 -0.47
S 0.98778 -1.35483 -0.54208 0.80 2.33 -2.26
Cl -1.28058 -2.96054 0.62501 0.77 1.26 -2.08
H -0.78559 1.48976 1.35983 -0.12 0.74 -0.89
H 0.26414 2.55509 0.31058 0.60 3.03 -0.53
H 1.82769 1.06309 0.09641 0.37 -1.21 1.13
H 1.36896 1.18653 1.91874 0.41 -1.36 -0.94
```
Positions in Å, forces in eV/Å.

Results
**Charge**: -1
**LUMO**: 0.100 Eh
**E_tot**: -1824.651625 Eh

***

Record 6
Molecular formula: C2H3BrI2
Method: DFT, ωB97M-V/def2-TZVPD

Geometry as XYZ:
```
8
Properties=species:S:1:pos:R:3:forces:R:3
C -0.94744 0.10169 -0.16289 0.75 2.12 1.53
C 0.42325 -0.35227 0.29783 1.45 0.10 -0.56
Br 0.87128 -0.40426 2.14628 -0.33 0.18 -0.81
I 1.21632 -2.03500 -0.79425 -0.26 0.88 0.52
I 2.00239 1.91072 -0.74515 -0.75 -1.37 0.68
H -0.68306 1.08018 -0.70134 -1.10 -1.50 0.54
H -1.31649 -0.66775 -0.83583 -0.56 0.29 0.16
H -1.56625 0.36670 0.79536 0.80 -0.70 -2.06
```
Positions in Å, forces in eV/Å.

Results
**LUMO (spin up / spin down)**: -0.087 / -0.087 Eh
**E_tot**: -3247.322305 Eh

***

Q: What is the E_tot in the second record?
A: -2032.584401 Eh